# 1
The following is a quantum chemistry calculation of a cluster of 2 separate species, CH6N2O2 in total, from the OMol25 dataset.

## Properties
multiplicity: 2
net charge: +1
strongest force on any atom: 3.50 eV Å⁻¹
<S²>: 0.7572
energy above the lowest of the compared OMol25 structures with the same formula, charge and spin: 0.503 eV
HOMO energy (spin up / spin down): -15.5 / -15.5 eV

CARTESIAN COORDINATES (ANGSTROEM)
O -0.75794 -0.07802 2.64970
O -0.29059 0.22513 -2.75882
N -0.32792 0.76508 0.57152
H 0.57690 0.12633 -3.21433
H -0.53356 1.15370 -2.61492
H -0.80113 1.65026 0.77448
C -0.20872 -0.12971 1.53342
H 1.40179 -1.16665 0.75270
H 0.31117 0.72011 -0.22182
N 0.61134 -1.23157 1.37853
H 0.01865 -2.03467 1.14953

=====

# 2
The following is a quantum chemistry calculation of the molecule C4H9NO, from the OMol25 dataset.

## Properties
net charge: 0
strongest force on any atom: 1.16 eV Å⁻¹
energy above the lowest of the compared OMol25 structures with the same formula, charge and spin: 0.642 eV
HOMO energy: -9.6 eV

CARTESIAN COORDINATES (ANGSTROEM)
N -1.17304 0.15640 -0.53967
H -0.97360 0.38084 -1.50119
H 3.28282 0.05998 0.05737
C 2.30457 -0.39998 -0.12424
H -2.79762 -1.19978 -0.35102
H 2.19780 -1.24131 0.56461
H 2.30531 -0.78244 -1.15048
H 1.30799 0.88979 1.22837
C -0.18669 0.07102 0.38953
H -3.24137 0.51966 -0.58525
O -0.41841 -0.35263 1.51634
C -2.52496 -0.16401 -0.12287
H -2.55251 -0.04129 0.96228
H 1.26340 1.48136 -0.51480
C 1.20633 0.62239 0.17101

=====

# 3
The following is a quantum chemistry calculation of a structure of composition C21H31BrIN5O3PSSr, from the OMol25 dataset.

## Properties
net charge: +1
strongest force on any atom: 0.77 eV Å⁻¹
energy above the lowest of the compared OMol25 structures with the same formula, charge and spin: 0.052 eV
HOMO energy: -11.7 eV

CARTESIAN COORDINATES (ANGSTROEM)
H 4.37734 -4.57303 0.27349
H -3.26970 4.44619 -0.04923
C 0.41800 -3.59802 -0.20482
C -2.33486 3.51419 -2.31684
H 0.04326 2.62076 -1.75995
H 0.99516 -2.88388 -4.05530
C 3.62083 -2.69295 0.98020
H -1.39439 1.16774 -3.02016
H 1.13890 -4.05605 0.46047
C -2.33129 1.27669 0.20003
H 0.35737 3.64574 2.12010
C 2.17526 0.58883 3.42150
S -0.80740 -2.64154 2.04674
H 1.33767 3.36360 3.56749
H -0.33147 1.45121 4.55711
P 0.80746 1.27389 2.41363
H 3.14078 0.81580 2.96659
H -2.63860 0.21011 -2.18169
C 4.05543 -1.78742 -1.62595
C 0.74111 -3.38593 -1.53636
O -0.61249 -3.79286 2.87100
C -0.17112 -2.73218 -2.39098
H 2.16552 1.03064 4.42014
H -0.10442 2.70596 0.01176
H 4.74517 -3.76639 -2.02879
N 0.20563 -2.38321 -3.67676
H -1.79679 1.37890 1.14380
H 1.70418 -3.70196 -1.91660
C -2.09993 1.15919 -2.18466
H -0.93480 0.08213 3.58643
N -3.28661 2.35622 0.06372
H -2.69125 -2.26392 -0.15011
C -0.65969 2.59660 -0.92225
H -1.63190 3.55096 -3.15126
C -3.98713 2.20720 -1.21402
H 2.98200 -0.69655 1.40524
H -2.17908 -1.97915 -2.56598
Br 4.30470 -1.25534 -3.41249
C -2.55798 3.62678 0.04936
N -1.59961 3.69022 -1.06013
H -4.52773 1.25899 -1.21802
C 4.34932 -3.09905 -1.27495
H 2.08046 3.29457 1.95785
C 1.18217 3.06036 2.53123
H -0.53946 -2.27724 -4.34795
C -0.60822 1.12012 3.55475
C -1.74058 -2.59413 -0.54999
H -3.05047 4.32857 -2.42798
O -2.01170 -1.85327 2.18248
H 3.42382 -3.03630 1.98694
N -3.05462 2.23786 -2.34663
N -1.33180 1.26466 -0.91337
I 3.23265 1.12422 -1.02831
C -0.78893 -3.12223 0.31791
H -4.70678 3.01831 -1.32369
C 3.35472 -1.37308 0.64577
H -2.85516 0.31725 0.20953
C 4.13913 -3.54863 0.02061
H -1.44146 1.73253 3.20982
O 0.39718 -1.74935 1.97702
C 3.58402 -0.91235 -0.65038
C -1.44031 -2.40573 -1.89939
Sr 0.42981 -0.60811 -0.26078
H 2.05043 -0.48886 3.51908
H -2.02179 3.74172 0.99399

=====

# 4
The following is a quantum chemistry calculation of a structure of composition C19H11BrN5O2RuS2Se, from the OMol25 dataset.

## Properties
multiplicity: 2
net charge: 0
strongest force on any atom: 2.23 eV Å⁻¹
<S²>: 0.7839
energy above the lowest of the compared OMol25 structures with the same formula, charge and spin: 2.400 eV
HOMO energy (spin up / spin down): -8.5 / -8.5 eV

CARTESIAN COORDINATES (ANGSTROEM)
H -2.45259 1.20854 -3.21333
H 3.63402 2.12608 -2.71757
Ru 2.85397 -0.41467 0.41101
N 5.10801 2.72517 5.02493
O 2.36625 1.41687 -1.22216
N 1.82069 0.03742 6.29621
H -2.73578 -3.69614 1.27691
C -2.14052 -0.30830 -1.08373
C -5.41926 -1.36479 -0.40769
C 2.50434 0.44936 5.46594
C 3.31824 0.97683 4.42723
C -5.78313 -2.46027 0.34712
N -3.41684 -0.10653 -1.25499
C 4.45384 -1.72914 -0.50938
N -1.88692 -1.40395 -0.28313
C 1.13802 1.42840 -1.80718
C -4.82614 -3.29107 0.94789
O 0.55108 0.00944 -0.00346
C -1.11037 0.53755 -1.69385
C 4.30377 1.94585 4.75785
H 4.20582 2.22918 -1.03693
C -3.10869 -1.94808 0.05322
Se 2.86253 -2.39226 -1.11760
N 5.48067 -1.31478 -0.14325
C 3.34556 2.34640 -1.68887
S 1.98816 -0.64447 2.69265
C 3.14221 0.57028 3.12987
H -0.99823 -1.84959 -0.13585
H 2.96868 3.36701 -1.61532
S 4.05193 1.19438 1.80638
C -3.47298 -3.05277 0.81356
H -6.15377 -0.72271 -0.87435
Br -0.94999 3.08936 -4.95357
C -4.05699 -1.10842 -0.55934
C -0.49352 2.07689 -3.42171
H -6.83255 -2.68598 0.48415
C 0.80672 2.15122 -2.93663
H -0.16256 0.03436 0.64726
H -5.15802 -4.13828 1.53334
H 1.52898 2.78190 -3.43274
C 0.17245 0.64657 -1.17522
C -1.44708 1.28316 -2.82767

=====

# 5
The following is a quantum chemistry calculation of the molecule C6H7NO, from the OMol25 dataset.

## Properties
net charge: 0
strongest force on any atom: 5.85 eV Å⁻¹
energy above the lowest of the compared OMol25 structures with the same formula, charge and spin: 1.524 eV
HOMO energy: -8.7 eV

CARTESIAN COORDINATES (ANGSTROEM)
C 0.92782 0.20320 -0.13093
C 1.55935 1.36183 0.04711
H -3.13954 -1.39671 0.18955
H 2.92453 -0.94203 0.01042
C -2.47873 0.64437 0.02414
H 0.87951 2.24272 0.01450
H 1.45686 -1.81647 -0.69752
C -0.41983 -0.04874 -0.07362
H 2.62315 1.59364 -0.03683
H 1.72615 -1.56877 0.89134
N -1.09185 -1.13886 -0.04975
C 1.77393 -1.03818 -0.02514
C -2.40243 -0.69417 -0.01404
O -1.22252 1.13024 -0.05083
H -3.11642 1.46794 -0.09838

=====

# 6
The following is a quantum chemistry calculation of a cluster of 2 separate species, C5H6BrNO in total, from the OMol25 dataset.

## Properties
net charge: 0
strongest force on any atom: 3.82 eV Å⁻¹
energy above the lowest of the compared OMol25 structures with the same formula, charge and spin: 1.611 eV
HOMO energy: -10.1 eV

CARTESIAN COORDINATES (ANGSTROEM)
H 2.23439 -1.77794 -1.24216
H 1.44401 1.13294 0.98477
C -0.17970 -0.50404 0.72640
H 2.85512 0.42488 0.11338
N -1.24377 -0.55843 1.20249
O -1.92126 1.75589 -0.36935
Br -3.64822 -0.35301 -0.59637
H 1.67992 1.36057 -0.83201
C -2.77679 1.12827 0.19110
H 0.56068 -2.42265 -0.72256
H -3.21747 1.23353 1.22217
C 1.06771 -0.50926 -0.05071
C 1.77419 0.74282 0.07212
C 1.37120 -1.65358 -0.69926

=====

# 7
The following is a quantum chemistry calculation of a cluster of 2 separate species, C5H8N2 in total, from the OMol25 dataset.

## Properties
net charge: 0
strongest force on any atom: 0.66 eV Å⁻¹
energy above the lowest of the compared OMol25 structures with the same formula, charge and spin: 3.368 eV
HOMO energy: -9.1 eV

CARTESIAN COORDINATES (ANGSTROEM)
H 0.76270 -2.20104 -0.56826
H 0.37104 0.48185 2.25435
C 0.81369 0.97082 0.23892
H 0.18106 0.90121 -1.88342
C -0.28433 -2.48678 -0.58547
N -1.99769 -0.79993 0.23060
H -2.38758 -0.17941 -0.47911
N 1.57007 0.13577 -0.31358
C -1.17994 -1.60961 -0.21037
C 0.95453 1.21936 -1.18176
C 0.23984 1.31316 1.55749
H -0.58225 -3.47277 -0.92065
H 0.73776 2.20317 1.95730
H 1.62763 1.99115 -1.55578
H -0.82655 1.53303 1.45973

=====

# 8
The following is a quantum chemistry calculation of a cluster of 6 separate species, C7H26O6 in total, from the OMol25 dataset.

## Properties
net charge: 0
strongest force on any atom: 0.57 eV Å⁻¹
energy above the lowest of the compared OMol25 structures with the same formula, charge and spin: 0.238 eV
HOMO energy: -9.4 eV

CARTESIAN COORDINATES (ANGSTROEM)
H -4.90565 1.07750 -0.82141
H 2.83170 -1.90481 2.18556
H -4.21889 -0.10933 0.30842
H 1.26723 4.38934 1.01789
H 1.22063 0.88270 -2.77538
C 2.92761 -1.63931 1.12846
O 1.70940 -1.90329 0.43979
C 3.34672 -0.18641 1.00752
H 0.68561 -1.39746 -1.81037
H 4.33583 -0.00384 1.43883
H 0.80971 -1.51765 -3.57571
O -0.64060 0.97736 -1.86005
C -1.66176 -2.81719 1.87210
H -2.42142 0.16285 -1.56044
H -3.34105 1.38155 -0.05903
H -0.29788 0.28257 -0.14631
H 3.66465 -2.28154 0.64792
H 1.03014 -1.28836 0.76089
C 1.02801 3.36190 0.74446
O -3.36095 -0.05221 -1.58561
H -0.78395 -1.44656 -2.77489
H 1.87260 2.90938 0.21614
C -3.98214 0.60238 -0.48533
H 3.43099 0.10733 -0.04312
H -2.30416 -3.11501 1.03287
H -0.14858 0.69525 -3.87437
H -1.81494 -3.51262 2.69465
O -1.97360 -1.51886 2.33306
O -0.18801 0.15208 0.80703
H -1.51602 -0.87678 1.77418
C 0.24217 -1.07833 -2.75873
O 0.67265 2.58886 1.89093
H 0.18331 3.38052 0.05715
H -0.02375 1.02816 1.19021
H -1.07582 1.76476 -2.19934
C 0.23482 0.42876 -2.88354
H 1.17262 2.91233 2.64348
H 2.61631 0.46408 1.49126
H -0.62357 -2.90011 1.53079